18
Properties=species:S:1:pos:R:3 method="wB97M-V/def2-TZVPD" homo_ha=-0.3151 multiplicity=1 e_lumo_ev=-0.294 smiles="CCCOB[PH2]=N" total_energy_ev=-16790.7307
B -1.43 0.77 0.71
H 1.65 -1.99 0.63
C 0.74 1.27 -0.12
N -2.49 -0.24 -1.85
H -2.83 -1.49 0.25
C 1.64 -0.95 0.96
H 2.56 0.23 -0.59
H -0.72 -1.55 -0.60
H 2.58 -0.73 1.46
P -1.86 -0.71 -0.43
O -0.17 1.28 0.99
H 1.13 -0.61 -1.14
C 1.54 -0.05 -0.30
H -2.49 0.77 -1.88
H 0.25 1.52 -1.07
H 1.47 2.06 0.08
H -2.35 1.29 1.27
H 0.79 -0.86 1.64

=====

13
Properties=species:S:1:pos:R:3 method="wB97M-V/def2-TZVPD" homo_ha=-0.3212 multiplicity=1 e_lumo_ev=0.714 relative_energy_kcal_mol=76.47 smiles="N=C=NN.CO" total_energy_ev=-8702.9609
N -0.12 1.87 -0.35
N 3.01 0.29 0.38
H -1.32 -0.30 1.17
N 0.74 1.02 0.31
C 1.93 0.85 0.34
H 0.15 2.02 -1.32
H -1.97 -1.72 -1.17
O -1.85 -0.44 0.38
H -0.33 -1.54 -0.51
H -1.05 1.45 -0.30
C -1.39 -1.61 -0.26
H -1.55 -2.49 0.37
H 3.77 0.61 0.96

=====

23
Properties=species:S:1:pos:R:3 method="wB97M-V/def2-TZVPD" homo_ha=-0.2990 multiplicity=1 e_lumo_ev=0.576 relative_energy_kcal_mol=103.61 total_energy_ev=-19047.5812
C 1.25 -1.29 -0.20
C -0.65 3.40 1.64
C 1.13 -1.68 -1.46
C -1.22 -1.35 -1.30
O 1.56 0.95 1.87
H -1.92 -0.76 0.75
N -1.08 0.92 -0.32
N 0.45 0.74 1.11
N 0.37 3.38 2.30
O -1.72 3.45 1.13
C -0.21 -1.88 -1.98
H -2.11 -1.23 -1.79
H -0.14 -2.36 -3.00
C -1.11 -0.56 0.00
C -0.22 1.59 0.38
H 0.79 4.14 2.78
H 1.59 1.87 2.00
H 2.00 -2.04 -2.13
C 0.20 -0.77 0.74
H 2.27 -1.31 0.25
H 0.35 -1.32 1.60
H -1.90 2.52 -0.62
O -2.22 1.59 -0.78

=====

18
Properties=species:S:1:pos:R:3 method="wB97M-V/def2-TZVPD" homo_ha=0.0089 multiplicity=1 e_lumo_ev=6.212 relative_energy_kcal_mol=6.91 smiles=COP([O-])OP([O-])C(F)(F)P(O)O charge=-2 total_energy_ev=-47744.5620
C 2.49 0.40 0.11
P 1.13 0.26 1.80
F 2.12 1.56 -0.46
O -0.28 0.25 0.89
O -0.87 0.84 -1.45
F 3.73 0.68 0.69
P -0.90 1.54 -0.14
H -2.78 -0.07 -0.75
O 1.13 -0.72 -1.92
O 1.32 -1.17 2.16
O -2.51 1.48 0.39
H -4.36 0.65 -0.01
C -3.26 0.25 0.23
O 2.03 -2.20 -0.31
H -3.23 -0.55 1.13
H 0.38 -0.24 -1.46
H 1.32 -2.04 0.31
P 2.54 -0.92 -1.19

=====

125
Properties=species:S:1:pos:R:3 method="wB97M-V/def2-TZVPD" homo_ha="-0.1422 / -0.1422" multiplicity=1 e_lumo_ev="0.842 / 0.843" relative_energy_kcal_mol=17.12 charge=-1 total_energy_ev=-127790.6973
C -5.75 -1.24 -3.77
C 2.76 4.84 -2.39
H -7.21 1.51 -1.24
C 4.81 -4.64 4.84
H 1.73 4.12 -4.17
H 3.88 -5.20 4.98
C -6.36 -2.54 -5.73
C -8.33 -1.69 -1.37
C 1.68 -2.25 2.19
H 5.10 -2.29 -2.15
H 3.54 -1.57 5.80
H 5.25 -3.70 2.12
H -0.84 -5.71 4.42
C -2.31 -4.20 7.15
C 4.58 -2.07 -1.21
H 6.41 -2.43 5.45
N 0.44 -1.77 2.16
C -2.76 1.54 4.61
H -4.45 -4.38 -3.61
C -7.72 0.73 -1.82
S -8.01 -2.98 -0.28
C -5.65 -3.62 -5.22
C -3.40 0.14 4.67
H -3.52 2.31 4.78
C -5.06 -2.35 -3.29
H 5.33 -5.06 3.97
H 6.43 -3.27 0.36
H -3.29 0.03 6.86
H 3.63 -1.60 -1.46
C -2.20 -1.99 5.28
H 3.20 5.71 -2.88
O 0.90 -2.17 -2.88
H -4.15 0.15 2.62
C -1.52 -0.90 3.22
Cl -5.58 -5.10 -6.12
C -7.68 -0.54 -1.03
H 0.13 -5.33 7.35
H -3.33 -4.12 6.75
C -1.27 -4.30 6.03
O -1.65 -0.04 2.32
H -6.87 -2.62 -6.68
N -1.53 0.14 -2.96
H -4.63 -0.91 6.15
H -2.81 0.47 0.98
C 3.56 -4.38 -1.22
C -2.67 0.73 -2.72
C 0.11 -4.46 6.68
H -5.01 -0.95 3.70
C -5.80 0.10 -3.07
H -0.80 -0.84 -4.74
C 2.44 3.46 -0.43
H -2.29 1.72 3.65
H 1.93 -2.18 4.33
H -2.85 -2.03 6.15
C -4.89 1.12 -3.77
C 4.38 -3.36 -0.40
H 6.21 -4.20 -1.13
H -1.99 1.64 5.39
H 5.64 -1.32 4.30
C 3.67 -2.96 3.40
C 3.00 4.60 -1.06
H 0.31 -3.77 3.89
H 5.44 -4.80 5.72
N 1.65 2.63 -1.14
H 0.89 -4.60 5.92
C 4.51 -3.14 4.66
C -2.85 -0.02 -4.78
C -6.40 -1.37 -4.99
H -3.12 -0.34 -0.27
H -5.47 0.00 -2.04
H -6.31 0.06 0.60
H 2.87 -3.19 6.09
H 4.44 -2.75 6.77
C 2.40 -2.49 3.41
C -0.40 -2.98 4.09
H 6.46 -2.77 3.71
C 5.76 -3.97 -0.16
C -2.35 -0.94 4.42
C 2.33 -2.45 0.89
H -6.96 -0.52 -5.37
C -4.52 0.03 3.63
C 1.94 3.97 -3.12
C 3.79 -2.63 5.90
C -6.92 -0.72 0.17
H 3.56 -5.35 -0.71
H 5.19 -1.35 -0.65
Cs 0.92 0.36 0.44
Cl -9.39 -1.93 -2.70
H 4.02 -4.52 -2.21
C -1.62 -0.32 -4.26
C 4.25 -3.28 2.12
H 0.77 2.18 -2.95
O 1.72 -2.16 -0.16
C 5.84 -2.37 4.52
H -4.94 2.06 -3.22
H 3.62 5.26 -0.47
N -3.52 0.66 -3.78
H -3.30 -0.22 -5.74
H -5.28 0.81 3.81
H -2.95 1.20 -1.79
C -4.04 0.01 6.06
C -1.59 -5.56 5.21
H -2.13 -3.33 7.79
C 3.66 -3.05 0.91
H 1.27 -2.26 -1.98
H -1.59 -6.45 5.84
H -8.74 1.06 -2.00
H 5.71 -4.90 0.41
C -7.01 -1.97 0.68
H 0.37 -3.57 7.26
C 1.42 2.89 -2.43
O -7.12 0.64 -3.11
C -1.28 -3.07 5.12
H -6.52 -2.37 1.56
Cl -4.28 -2.32 -1.74
H 2.53 -4.06 -1.36
O -3.42 0.44 0.22
H 0.21 -1.51 -2.75
H -5.24 1.29 -4.78
C -5.00 -3.53 -4.00
H -2.27 -5.09 7.77
H -2.56 -5.47 4.73
H -4.72 0.85 6.21
C -0.44 -1.90 3.16
S 2.75 3.11 1.24

=====

56
Properties=species:S:1:pos:R:3 method="wB97M-V/def2-TZVPD" homo_ha=-0.2449 multiplicity=1 e_lumo_ev=-2.126 relative_energy_kcal_mol=89.71 total_energy_ev=-34127.2980
H 0.40 -5.32 -6.39
H 5.51 -3.47 -0.69
C 4.18 -2.52 0.63
H -4.33 -0.27 5.82
H 1.89 -6.30 -6.67
C -4.89 -0.88 6.53
O -1.32 0.96 1.29
C -5.51 -0.82 9.06
H 2.68 -3.11 1.88
H -2.00 4.86 -0.44
H 4.08 -4.17 1.85
O 3.67 -1.44 0.66
O 3.06 -5.32 -4.57
H -4.66 -0.87 9.75
H 1.76 -4.74 -7.22
H -5.92 -1.82 8.91
O -3.20 0.00 0.75
C 4.92 2.60 -2.83
H 2.68 -4.14 0.54
H 1.41 -3.41 -3.67
H -4.40 4.35 0.41
H -5.34 5.77 -0.21
H 5.76 2.02 -3.23
H 2.57 3.67 -2.69
O -1.32 -1.02 0.37
H -5.21 5.58 1.52
C 3.79 2.52 -3.87
H 2.69 -2.59 -4.61
H -5.77 -1.24 5.99
C 3.36 -3.64 1.22
C -4.70 5.38 0.58
Rb -3.77 -2.71 -2.89
C 2.44 2.83 -3.37
H -4.26 -1.75 6.71
O 4.06 2.24 -5.02
C 1.83 -3.25 -4.66
C -1.97 0.02 0.87
H 4.60 2.15 -1.89
C 5.57 -2.73 0.10
H 1.14 -2.80 -5.38
C 2.20 -4.64 -5.15
H -2.97 5.99 -1.44
H 6.01 -1.88 -0.43
H -1.57 6.56 -0.53
H -0.47 -0.67 0.65
H 6.27 -3.00 0.89
H 1.87 3.17 -4.24
H -6.31 -0.30 9.59
C 1.49 -5.34 -6.35
C -5.17 -0.07 7.81
O -3.06 6.76 1.65
C -2.42 5.87 -0.51
O -5.18 1.15 7.76
H 1.95 2.04 -2.81
C -3.35 6.11 0.66
H 5.26 3.63 -2.70

=====

55
Properties=species:S:1:pos:R:3 method="wB97M-V/def2-TZVPD" homo_ha=-0.2997 multiplicity=1 e_lumo_ev=-0.474 relative_energy_kcal_mol=4.24 smiles="CCN(CC)S(=O)(=O)c1ccc(OC)c(NC(=O)c2cc3c(=O)n4ccccc4nc3s2)c1" total_energy_ev=-61039.8938
H 4.12 2.53 1.19
H -2.15 -3.22 3.26
C 3.94 -0.50 -1.36
H 4.59 -0.67 -2.20
H -3.61 1.37 -2.78
O 2.42 3.69 2.53
H -1.41 -2.89 -0.62
C 0.83 2.35 1.38
H 1.64 -0.03 1.69
N -3.17 1.33 -0.77
C 3.99 0.70 -0.65
H -6.74 0.05 -0.15
H -5.95 0.54 -2.47
C -5.29 0.69 -1.62
C 0.35 2.31 0.11
C -1.02 1.93 0.06
H -2.52 -3.34 1.54
C -1.73 -3.18 2.26
H -5.17 0.41 1.76
C -5.74 0.41 -0.31
C -1.17 -1.84 -0.42
C -3.56 1.08 0.53
C 3.05 -1.49 -0.99
C 3.12 0.90 0.44
H -2.10 -1.29 -0.23
H 5.23 1.47 -2.94
H -1.15 -1.17 -2.46
C 2.19 2.78 1.77
C 2.22 -1.30 0.10
C -0.45 -1.26 -1.63
C 5.75 1.60 -1.99
C 2.27 -0.12 0.83
H -0.29 -1.68 2.82
C -4.89 0.60 0.73
N 3.20 2.10 1.14
H -1.78 -1.02 2.11
C -1.54 1.67 1.33
O 1.52 -2.90 2.02
C -1.05 -1.83 2.05
H -0.99 -3.97 2.16
C -4.03 1.14 -1.81
H 0.92 2.55 -0.77
S -0.38 1.94 2.57
O 1.03 -3.62 -0.28
N -2.78 1.25 1.57
C -1.84 1.79 -1.10
N -0.35 -1.72 0.78
S 1.10 -2.56 0.69
H 6.31 2.53 -2.00
H 0.36 -1.91 -1.92
O -1.55 2.00 -2.26
H 2.99 -2.43 -1.53
H 6.43 0.76 -1.82
O 4.83 1.73 -0.93
H -0.05 -0.27 -1.41

=====

65
Properties=species:S:1:pos:R:3 method="wB97M-V/def2-TZVPD" homo_ha="-0.1922 / -0.1613" multiplicity=2 e_lumo_ev="2.289 / 2.290" relative_energy_kcal_mol=37.00 charge=-1 total_energy_ev=-189635.8759
F -2.19 -0.06 4.57
F -3.26 -2.41 2.57
C -1.36 -2.82 -0.45
C 0.53 -2.09 3.37
C 2.35 4.34 -1.96
C -2.60 0.67 1.72
N 3.46 0.17 -2.49
H -2.01 0.75 -4.64
C -4.78 1.54 1.09
F 2.03 -2.70 -0.20
N 0.69 0.51 -2.79
N 0.97 1.54 -3.62
C -0.59 -1.26 5.73
C 5.21 -0.13 -3.85
C -1.78 -2.25 0.73
F -1.15 -0.87 6.88
F -3.42 -5.79 -0.66
Ge -1.08 -0.57 1.50
Co 2.01 0.22 -1.14
C -1.90 -4.01 -0.93
C 4.51 -0.59 -2.72
C -0.53 0.10 -3.11
H 4.64 1.63 -5.10
F 1.00 -2.53 6.92
C 0.50 -2.11 5.75
F 2.11 -3.37 4.58
H 2.52 2.96 -4.45
F -5.95 1.37 0.46
N 3.44 1.13 -3.45
H 2.36 5.48 -0.07
B 2.34 2.23 -3.51
S 0.43 0.55 0.56
N 2.45 2.35 -1.03
H 0.01 2.54 -5.19
C 2.38 4.55 -0.60
F -1.47 -4.55 -2.07
C -1.10 -0.85 4.51
F -4.31 -4.71 1.67
F -3.08 4.01 3.09
C -4.53 2.71 1.77
C 1.07 -2.53 4.56
H 6.10 -0.54 -4.29
C -2.78 -2.92 1.42
C 4.49 0.96 -4.27
C -2.39 1.86 2.39
H 2.45 2.93 0.97
F -5.45 3.68 1.81
C -0.05 1.76 -4.46
F -0.42 -2.27 -1.20
C -2.89 -4.65 -0.21
C -3.32 2.88 2.43
H 2.31 5.04 -2.79
C 2.43 3.25 -0.06
F 1.10 -2.53 2.24
C -3.34 -4.10 0.98
H -0.96 -0.73 -2.57
C -0.56 -1.23 3.30
F -4.13 -0.55 0.36
B 2.64 -1.50 -0.22
H 4.73 -1.42 -2.07
C -3.81 0.54 1.07
C -1.05 0.85 -4.17
N 2.39 3.02 -2.19
F 3.80 -1.53 0.48
F -1.25 2.07 3.05